[1]
25
Properties=species:S:1:pos:R:3 method="wB97M-V/def2-TZVPD" orbital_gap_ev=8.895 e_above_lowest_kcal_mol=89.54 energy_ev=-11062.5826
C 3.45596 1.19057 -1.05005
C 3.98070 0.24162 -0.27971
C 3.32343 -0.61031 0.64001
C 2.03510 -0.57732 0.82656
N 0.82730 -0.67386 0.89163
H 4.13527 1.72916 -1.62187
H 2.43801 1.11530 -1.42044
H 5.01408 0.05774 -0.25567
H 3.88422 -1.41200 1.01190
H 0.30593 -0.19019 1.54030
C -1.60267 1.62394 1.05357
C -1.51042 0.83316 -0.18350
C -2.06820 -0.39072 -0.41569
C -1.75683 -1.12180 -1.66226
C -2.84492 -1.06832 0.67036
H -0.72094 1.62341 1.71536
H -2.43308 1.28774 1.69140
H -1.86772 2.67533 0.93857
H -0.80533 1.34278 -0.72895
H -2.52199 -1.41924 -2.35127
H -1.13318 -1.93932 -1.38394
H -1.13956 -0.50495 -2.35932
H -2.95182 -2.04942 0.26727
H -3.75394 -0.51019 0.90474
H -2.28939 -1.25313 1.56099

[2]
17
Properties=species:S:1:pos:R:3 method="wB97M-V/def2-TZVPD" orbital_gap_ev=7.644 e_above_lowest_kcal_mol=11.97 energy_ev=-13505.1950 total_charge=-2
C -1.03900 -1.53029 2.08903
C -0.00859 -2.67632 2.10736
O -0.07291 -3.40006 3.15448
O 0.79843 -2.80342 1.16579
H -1.55866 -1.52294 3.05005
H -1.86441 -1.56783 1.36575
H -0.60217 -0.54837 1.87823
C 0.89187 1.08562 -1.70904
C 0.80205 2.24336 -0.73276
C -0.49932 0.63886 -2.24683
O -1.40110 1.51395 -2.18515
O -0.57219 -0.51927 -2.69334
H 1.49278 1.24863 -2.61425
H 1.39190 0.23543 -1.23924
H 1.73062 2.38712 -0.16781
H 0.00041 2.02998 -0.02574
H 0.51029 3.18555 -1.19654

[3]
22
Properties=species:S:1:pos:R:3 method="wB97M-V/def2-TZVPD" orbital_gap_ev=11.602 e_above_lowest_kcal_mol=41.03 energy_ev=-14569.5607 total_charge=+1
O 0.01846 0.60283 -0.35907
H -0.89768 0.87720 -0.44281
H 0.21233 -0.16422 -0.90281
H 0.25468 0.52882 0.56847
O 0.26088 -1.57764 -1.48850
H 0.96161 -2.19624 -1.28223
H -0.41383 -2.11077 -1.90894
O 0.29271 -2.47154 1.72270
H 0.71818 -1.68011 1.39275
H -0.36990 -2.15056 2.33438
O 2.94608 1.41941 -0.60958
H 3.13140 0.77912 0.07738
H 3.37693 1.06727 -1.38842
O 0.98336 0.56001 2.00652
H 0.69643 0.59927 2.91886
H 1.93690 0.49371 2.05747
O -2.33996 1.14333 0.95483
H -2.54060 1.48699 1.82539
H -3.10720 0.62127 0.72022
O -1.94199 0.70996 -2.35444
H -1.74937 0.06421 -3.03425
H -2.42940 1.39771 -2.80793

[4]
34
Properties=species:S:1:pos:R:3 method="wB97M-V/def2-TZVPD" orbital_gap_ev="7.910 / 3.627" energy_ev=-31693.3750 spin_multiplicity=3 total_charge=+1 s_squared=2.0275
Au -0.71827 0.85212 -0.39850
C -2.11121 -1.83229 1.11481
O -1.95594 -0.43839 1.29092
C -1.34898 -0.08246 2.52100
C -1.37717 1.44193 2.58752
O -0.60083 2.02950 1.55336
C 0.77222 2.23243 1.86549
C 1.41928 2.86280 0.63661
O 1.44700 1.97106 -0.46338
C 2.55559 1.08053 -0.47117
H -2.69945 -2.25048 1.93781
H -1.14137 -2.33675 1.07059
H -2.64289 -1.96461 0.17505
H -0.32294 -0.46638 2.56650
H -1.92039 -0.50488 3.35532
H -1.03274 1.80287 3.56112
H -2.40266 1.77706 2.41180
H 1.25600 1.27753 2.10316
H 0.85616 2.90624 2.72440
H 2.43324 3.20041 0.87377
H 0.82092 3.71591 0.30469
H 3.47649 1.64782 -0.33477
H 2.56529 0.60813 -1.45178
H 2.47961 0.30765 0.29920
O 0.39107 -3.68893 -4.75289
C 0.22785 -2.87915 -3.90822
C 0.88563 -2.83614 -2.50368
O 1.72347 -3.60446 -2.14152
C 0.28570 -1.67170 -1.80110
C -0.60605 -0.94818 -2.69595
O -1.17227 0.11576 -2.40338
C -0.69503 -1.63086 -4.01164
O -1.33347 -1.36061 -4.98130
O 0.48615 -1.33348 -0.63384

[5]
130
Properties=species:S:1:pos:R:3 method="wB97M-V/def2-TZVPD" orbital_gap_ev=7.506 e_above_lowest_kcal_mol=0.00 energy_ev=-104070.5927 total_charge=-1
Sn -0.09796 -0.70429 0.21340
O -1.03403 -1.68207 1.70978
C -0.64217 -1.95659 3.02876
C 0.90446 -1.94149 3.19605
C 1.44360 -0.54370 3.12735
C 2.05323 0.02424 4.24057
C 2.48518 1.33273 4.18312
C 2.23945 2.06441 3.03555
C 1.58581 1.46720 1.96854
C 1.22164 2.26037 0.74780
C -0.30800 2.36057 0.49352
O -0.86613 1.08639 0.64783
C -0.56043 2.95122 -0.88904
C -0.06981 4.21847 -1.19715
C -0.31584 4.78840 -2.43323
C -1.07412 4.10544 -3.37575
C -1.58622 2.85930 -3.06140
C -1.33060 2.28097 -1.82338
C -1.06246 3.24639 1.49477
C -0.45837 4.05091 2.44711
C -1.22174 4.83269 3.30952
C -2.60169 4.81683 3.22650
C -3.21767 4.01358 2.27182
C -2.45570 3.23907 1.41762
N 1.25539 0.16519 2.00603
C -1.20851 -0.92217 4.00637
C -1.78751 0.25583 3.56647
C -2.19299 1.22164 4.48203
C -2.03806 1.01034 5.84161
C -1.48098 -0.18163 6.29022
C -1.07083 -1.13776 5.37838
C -1.21595 -3.33635 3.35568
C -0.45318 -4.49665 3.32259
C -1.04086 -5.73762 3.53656
C -2.39978 -5.83395 3.78667
C -3.16986 -4.67905 3.82091
C -2.58186 -3.44467 3.60526
H 1.33842 -2.55316 2.41055
H 1.19105 -2.38455 4.14982
H 2.17163 -0.57048 5.13491
H 2.98214 1.78811 5.03010
H 2.54361 3.09903 2.96074
H 1.64099 1.76527 -0.12416
H 1.68606 3.24454 0.79835
H 0.50656 4.76848 -0.46092
H 0.09878 5.75635 -2.68078
H -1.22733 4.53165 -4.35772
H -2.16923 2.32060 -3.79730
H -1.74858 1.31373 -1.57319
H 0.61737 4.09806 2.52276
H -0.72761 5.45618 4.04411
H -3.19704 5.42583 3.89462
H -4.29728 3.99627 2.19261
H -2.93327 2.61453 0.67372
H -1.90421 0.42938 2.50724
H -2.62304 2.14463 4.11860
H -2.35373 1.76498 6.55114
H -1.36868 -0.36555 7.35175
H -0.64314 -2.06905 5.73445
H 0.60695 -4.44814 3.11497
H -0.42998 -6.63105 3.50278
H -2.85748 -6.80070 3.95199
H -4.23349 -4.74129 4.01376
H -3.18685 -2.54659 3.62238
C 4.58586 0.87932 -0.01496
N 3.50260 -0.06782 0.09501
C 3.76107 -1.27289 0.40267
C 2.80435 -2.34934 0.41512
C 3.15646 -3.66836 0.65990
C 1.99030 -4.43811 0.54254
C 0.97913 -3.55184 0.23670
N 1.44876 -2.27850 0.14510
C 4.88377 1.21721 -1.46211
C 5.50403 2.42660 -1.76110
C 5.72552 2.80188 -3.07552
C 5.32416 1.97159 -4.11334
C 4.72502 0.75817 -3.82290
C 4.51173 0.37985 -2.50457
H 5.49085 0.52764 0.50231
H 4.27631 1.80513 0.48117
H 4.77969 -1.58133 0.67200
H 4.15791 -4.01241 0.86522
H 1.88638 -5.50397 0.65755
H -0.07010 -3.76214 0.11117
H 5.78572 3.09500 -0.95476
H 6.18609 3.75646 -3.29308
H 5.45159 2.28225 -5.14082
H 4.38725 0.11603 -4.62448
H 4.01675 -0.56048 -2.29685
N 1.23003 -0.23261 -1.66955
C 1.18833 0.65225 -2.79788
C 0.54419 0.24338 -3.95387
C 0.53304 1.06801 -5.07128
C 1.15945 2.29866 -5.03483
C 1.81154 2.69661 -3.88187
C 1.82602 1.87995 -2.76299
S 1.16231 3.37347 -6.47413
O 1.11856 4.71475 -5.90131
O -0.04207 2.98673 -7.19762
O 2.40796 3.05591 -7.15555
H 2.10134 -0.10592 -1.13928
H 1.15895 -1.19734 -1.97894
H 0.07231 -0.73128 -3.98554
H 0.02212 0.77231 -5.97799
H 2.29394 3.66454 -3.86478
H 2.35493 2.19572 -1.87347
C -3.67673 -3.87839 0.16150
C -4.36949 -2.92773 -0.80653
C -3.42185 -2.39826 -1.89396
C -4.13672 -1.36060 -2.79122
C -3.23660 -0.71347 -3.83643
C -2.98235 -3.55871 -2.77252
O -3.77169 -4.31719 -3.28643
N -1.63256 -3.68702 -2.99246
C -0.61009 -2.91854 -2.43656
O 0.53652 -3.08999 -2.78329
N -0.97486 -1.97620 -1.51561
C -2.25647 -1.71377 -1.23091
O -2.43366 -0.83927 -0.37311
H -4.38001 -4.25826 0.90231
H -2.87438 -3.37656 0.70764
H -3.26048 -4.74279 -0.36220
H -4.76951 -2.06539 -0.27133
H -5.19432 -3.42877 -1.31620
H -4.55305 -0.60177 -2.12606
H -4.96857 -1.87922 -3.27199
H -2.40506 -0.17122 -3.38184
H -3.80040 0.00084 -4.43572
H -2.81721 -1.45232 -4.52234
H -1.33269 -4.41170 -3.63155

[6]
34
Properties=species:S:1:pos:R:3 method="wB97M-V/def2-TZVPD" orbital_gap_ev=9.414 e_above_lowest_kcal_mol=77.31 energy_ev=-26253.2171
N 2.69145 -0.18655 1.17861
C 3.11276 -1.35042 0.48154
O 4.38289 -1.76049 0.42311
C 1.98953 -2.21186 -0.29846
C 0.52375 -2.10351 0.08175
N -0.30393 -1.29494 -0.73739
C -0.11259 -0.05974 -1.21755
O 0.85521 0.56492 -0.74696
C -1.08169 0.53487 -2.22127
N -1.45717 -0.40474 -3.20207
C -2.41418 1.22118 -1.66121
C -2.13033 1.94543 -0.44160
C -2.46550 3.26418 -0.18387
N -2.13436 3.40312 1.19079
C -1.52620 2.32309 1.62185
N -1.52612 1.42783 0.69609
C 0.43845 -1.81780 1.51298
O 1.04514 -2.54423 2.24672
O -0.26588 -0.64457 1.85371
H 3.70161 0.39106 1.30600
H 1.92852 0.24290 0.61961
H 2.31732 -3.29762 -0.18557
H 2.21032 -1.78614 -1.29444
H 0.14286 -3.14596 -0.01698
H -1.09112 -1.77616 -1.12141
H -0.57988 1.32864 -2.66790
H -2.24296 -0.16958 -3.76771
H -0.72209 -0.74921 -3.76692
H -3.20139 0.48602 -1.41872
H -2.80209 1.94338 -2.39348
H -2.77699 4.19124 -0.72955
H -2.09480 4.33203 1.64850
H -1.13238 2.26064 2.64735
H -0.68884 -0.26181 1.00144